1.
Molecular formula: C8H4Cl2O
Method: DFT, ωB97M-V/def2-TZVPD

```
! RIJCOSX wB97M-V def2-TZVPD def2/J DEFGRID3
* xyz 0 3
C 1.875 -0.756 0.009
C 2.239 0.574 0.167
C 0.549 -1.095 -0.144
C 1.273 1.567 0.129
C -0.450 -0.111 -0.126
C -0.057 1.237 -0.027
C -1.798 -0.504 -0.190
C -3.053 -0.783 0.001
O -2.382 -1.945 -0.318
Cl -4.627 -0.446 0.334
Cl -1.274 2.463 -0.111
H 2.632 -1.524 0.005
H 3.274 0.842 0.310
H 0.245 -2.122 -0.268
H 1.553 2.602 0.230
*
```

## Properties
Gap between HOMO and LUMO (alpha / beta): 0.237 / 0.283 Ha
HOMO (alpha / beta): -5.748 / -9.403 eV
Total energy: -1302.67253 Eh
LUMO level (alpha / beta): 0.70 / -1.70 eV

***

2.
Molecular formula: C8H4Cl3F13Si
Method: DFT, ωB97M-V/def2-TZVPD

```
! RIJCOSX wB97M-V def2-TZVPD def2/J DEFGRID3
* xyz 0 1
F 1.625 -2.911 3.339
F 0.388 -1.070 3.450
F 2.552 -0.964 3.631
F 2.702 -2.206 1.051
F 2.133 -0.106 1.401
F 0.695 1.045 -0.851
F 0.726 0.729 -2.994
F -0.336 -0.474 0.932
F -0.196 -2.694 0.978
F -0.336 -1.543 -2.892
F -1.466 -1.096 -1.075
F 0.882 -2.970 -1.158
F 2.027 -1.073 -1.044
Cl -0.528 4.470 -0.965
Cl -2.813 3.970 1.440
Cl 0.271 2.498 1.668
C 1.563 -1.601 3.047
C -1.338 1.273 -1.965
C 1.741 -1.380 1.511
C 0.002 0.563 -1.873
C 0.444 -1.560 0.690
C -0.274 -0.955 -1.675
C 0.840 -1.646 -0.814
C -1.954 1.498 -0.573
Si -1.295 3.004 0.336
H -1.208 2.267 -2.421
H -1.997 0.675 -2.607
H -1.791 0.623 0.046
H -3.057 1.633 -0.611
*
```

## Properties
Structure (SMILES): FC(F)(F)C(F)(F)C(F)(F)C(F)(F)C(F)(F)C(F)(F)CC[Si](Cl)(Cl)Cl
Energy above the lowest of the compared OMol25 structures with the same formula, charge and spin: 0.0 kcal/mol
Gap between HOMO and LUMO: 0.438 Ha
HOMO: -11.468 eV
Total energy: -3275.75816 Eh
LUMO level: 0.44 eV

***

3.
Molecular formula: C8H4InNO5S
Method: DFT, ωB97M-V/def2-TZVPD

```
! RIJCOSX wB97M-V def2-TZVPD def2/J DEFGRID3
* xyz 2 1
O 1.911 1.896 -5.072
C 1.201 1.777 -4.195
In 0.000 0.000 0.000
O -1.195 1.888 -1.996
C -0.766 1.168 -1.211
C -1.375 0.030 1.234
O -2.232 0.049 2.003
C 1.093 -1.175 0.917
O 1.809 -1.901 1.445
C -0.636 -1.416 -1.004
O -0.985 -2.290 -1.661
H 1.174 -0.026 -1.053
S 0.908 3.826 2.386
C 2.136 2.721 2.683
C 1.884 1.584 1.930
N 0.752 1.634 1.170
C 0.100 2.814 1.315
H 2.971 2.857 3.358
H 2.528 0.720 1.970
H -0.838 3.058 0.832
*
```

## Properties
Energy above the lowest of the compared OMol25 structures with the same formula, charge and spin: 170.4 kcal/mol
Gap between HOMO and LUMO: 0.284 Ha
HOMO: -17.289 eV
Total energy: -1325.43231 Eh
LUMO level: -9.56 eV

***

4.
Molecular formula: C8H4N4S2
Method: DFT, ωB97M-V/def2-TZVPD

```
! RIJCOSX wB97M-V def2-TZVPD def2/J DEFGRID3
* xyz 0 1
C 0.674 -3.006 -1.097
C 0.418 -1.854 1.230
C -0.689 0.598 1.182
C -1.367 1.730 1.416
C 1.256 -1.730 -1.135
C 0.677 -0.999 0.054
C 0.007 0.169 0.043
C 2.182 -1.490 -2.048
N 0.148 -4.014 -1.258
N 0.429 -2.544 2.157
N -1.631 2.741 0.603
N -0.075 2.627 -1.328
S 3.172 -1.224 -3.207
S 0.681 1.366 -1.360
H -0.562 -0.207 1.939
H -1.908 1.636 2.281
H -2.276 3.431 0.859
H -1.134 2.770 -0.331
*
```

## Properties
Energy above the lowest of the compared OMol25 structures with the same formula, charge and spin: 0.0 kcal/mol
Gap between HOMO and LUMO: 0.223 Ha
HOMO: -8.094 eV
Total energy: -1322.42416 Eh
LUMO level: -2.03 eV

***

5.
Molecular formula: C8H5BrCl2
Method: DFT, ωB97M-V/def2-TZVPD

```
! RIJCOSX wB97M-V def2-TZVPD def2/J DEFGRID3
* xyz 0 1
C 1.583 -1.394 -0.147
C 1.738 -0.631 1.007
C 0.537 -1.139 -1.037
C 0.974 0.472 1.340
C -0.165 -0.031 -0.716
C 0.015 0.790 0.428
C -1.396 0.587 -1.102
C -1.177 1.629 0.048
Cl -0.525 3.145 -0.651
Cl -2.593 2.159 0.982
Br -3.170 -2.128 0.196
H 2.288 -2.148 -0.436
H 2.680 -0.815 1.691
H 0.171 -1.793 -1.967
H 1.029 0.914 2.300
H -1.987 0.382 -1.937
*
```

## Properties
Energy above the lowest of the compared OMol25 structures with the same formula, charge and spin: 59.4 kcal/mol
Gap between HOMO and LUMO: 0.179 Ha
HOMO: -8.007 eV
Total energy: -3802.08188 Eh
LUMO level: -3.15 eV

***

6.
Molecular formula: C8H5ClF3NO2
Method: DFT, ωB97M-V/def2-TZVPD

```
! RIJCOSX wB97M-V def2-TZVPD def2/J DEFGRID3
* xyz 0 1
C -0.751 0.306 2.460
C -1.277 1.226 1.609
C 0.151 -0.822 2.021
C -0.888 1.221 0.224
C -0.163 -1.022 0.569
C -0.206 0.232 -0.271
C 0.523 -0.053 -1.454
C 0.632 0.840 -2.643
N 1.117 -1.254 -1.411
O 1.730 -1.914 -2.216
O 0.849 -1.844 -0.101
F 0.059 1.998 -2.460
F 0.082 0.266 -3.687
F 1.887 0.967 -3.064
Cl -0.235 -2.292 2.945
H -0.875 0.464 3.577
H -2.007 1.977 1.735
H 1.330 -0.706 2.164
H -0.861 2.131 -0.393
H -1.096 -1.721 0.398
*
```

## Properties
Structure (SMILES): [O-][N+]1=C(C(F)(F)F)C2=CC=C[C@@H](Cl)[C@@H]2O1
Energy above the lowest of the compared OMol25 structures with the same formula, charge and spin: 30.0 kcal/mol
Gap between HOMO and LUMO (alpha / beta): 0.288 / 0.288 Ha
HOMO (alpha / beta): -8.635 / -8.635 eV
Total energy: -1272.71508 Eh
LUMO level (alpha / beta): -0.81 / -0.81 eV